(1)
Here is a cluster of 2 separate species, C5H11NO in total from OMol25. Energies are from wB97M-V/def2-TZVPD.

Each atom is followed by the atoms it is bonded to, with distances in Å.
Cartesian coordinates (Å):
1 H -2.56549 -0.42275 -0.29941  C15 1.147
2 H 3.49247 -0.13843 -0.33053  C13 1.144
3 H 2.14919 1.15137 0.02941  C13 1.071
4 H 2.83414 -2.22312 0.49455  N7 1.047
5 H -0.59144 -1.51029 0.28291  C12 1.150
6 H -1.97919 2.08567 2.43225  O17 0.974
7 N 1.89404 -2.22153 0.03306  H4 1.047, C9 1.463, H11 1.020
8 H -1.06619 1.76428 1.22200  O17 0.948
9 C 1.42890 -0.83605 -0.03473  N7 1.463, C12 1.475, C13 1.398
10 H -2.53586 1.37978 -0.50249  C15 1.105
11 H 1.26610 -2.72491 0.65916  N7 1.020
12 C -0.02186 -0.65000 -0.22422  H5 1.150, C9 1.475, C18 1.362
13 C 2.38703 0.15295 -0.27780  H2 1.144, H3 1.071, C9 1.398
14 H -2.62362 0.38021 -1.98712  C15 1.170
15 C -2.13778 0.43960 -0.92396  H1 1.147, H10 1.105, H14 1.170, C18 1.460
16 H -0.16188 0.91607 -1.66853  C18 1.084
17 O -1.08033 2.18737 2.07057  H6 0.974, H8 0.948
18 C -0.68822 0.26976 -0.97513  C12 1.362, C15 1.460, H16 1.084

Computed properties:
DFT total energy (eV): -8898.652
Gap between HOMO and LUMO (spin up / spin down) (eV): 3.67 / 6.50
Lowest unoccupied orbital energy (spin up / spin down) (eV): 3.9 / 3.8
HOMO level (spin up / spin down) (eV): 0.2 / -2.7
2S+1: 2
Net charge: -1
ΔE to the lowest compared entry with this formula, charge and spin (kcal per mole): 34.8
Maximum force (eV/A): 3.998

Here are the natural (NBO) charges for atoms 1 to 5, given in e: atom 1 (H): 0.18, atom 2 (H): 0.15, atom 3 (H): 0.18, atom 4 (H): 0.33, atom 5 (H): 0.14

---

(2)
Here is the molecule C5H11NO from OMol25. Energies are from wB97M-V/def2-TZVPD.

Each atom is followed by the atoms it is bonded to, with distances in Å.
Cartesian coordinates (Å):
1 O -1.66453 1.57645 -1.71925  C16 1.203
2 N -1.01248 -1.63850 -0.23720  H3 1.007, H8 1.005, C13 1.454
3 H -1.19669 -1.51586 0.74500  N2 1.007
4 H -0.04209 0.01649 2.05269  C6 1.089
5 H -2.69117 0.19826 -0.71609  C16 1.117
6 C 0.02021 0.87292 1.38329  H4 1.089, C9 1.526, H10 1.088, H14 1.096
7 H 2.11889 -0.64077 -0.90831  C12 1.093
8 H -0.34598 -2.37076 -0.41127  N2 1.005
9 C 0.44944 0.48483 -0.02838  C6 1.526, C12 1.561, C13 1.551, H15 1.088
10 H 0.72379 1.56960 1.83375  C6 1.088
11 H 1.90348 -1.00501 0.81901  C12 1.087
12 C 1.83513 -0.22712 0.06301  H7 1.093, C9 1.561, H11 1.087, H18 1.090
13 C -0.55870 -0.38689 -0.82138  N2 1.454, C9 1.551, C16 1.508, H17 1.094
14 H -0.99862 1.27002 1.30209  C6 1.096
15 H 0.65952 1.32825 -0.68270  C9 1.088
16 C -1.72211 0.50141 -1.18184  O1 1.203, H5 1.117, C13 1.508
17 H -0.01464 -0.61954 -1.74191  C13 1.094
18 H 2.53656 0.58620 0.24948  C12 1.090

Computed properties:
DFT total energy (eV): -8900.459
Gap between HOMO and LUMO (eV): 10.24
Lowest unoccupied orbital energy (eV): 0.9
SMILES: CC(C)[C@@H](N)C=O
HOMO level (eV): -9.4
ΔE to the lowest compared entry with this formula, charge and spin (kcal per mole): 28.6
Maximum force (eV/A): 2.086

Here are the natural (NBO) charges for atoms 1 to 5, given in e: atom 1 (O): -0.52, atom 2 (N): -0.83, atom 3 (H): 0.36, atom 4 (H): 0.20, atom 5 (H): 0.10

---

(3)
Here is a cluster of 2 separate species, C5H11NO in total from OMol25. Energies are from wB97M-V/def2-TZVPD.

Each atom is followed by the atoms it is bonded to, with distances in Å.
Cartesian coordinates (Å):
1 C -0.53824 0.31391 1.64907  C6 1.524, H13 1.080, C17 1.318
2 H 0.32815 1.70988 -0.95524  O16 0.965
3 H 1.23787 -1.51896 -0.39096  C18 1.084
4 H -0.44451 -1.73439 1.22538  C6 1.089
5 H -0.44435 3.00137 -1.28048  O16 0.965
6 C -0.99265 -0.88378 0.82369  C1 1.524, H4 1.089, H9 1.085, N15 1.432
7 H -1.34913 -0.51745 -1.26113  N15 1.004
8 H 2.14691 -0.67776 -2.40411  C11 1.079
9 H -2.05049 -1.07051 0.97986  C6 1.085
10 H 0.45687 -0.31000 -3.10529  C11 1.080
11 C 1.07829 -0.60377 -2.27195  H8 1.079, H10 1.080, C18 1.337
12 H 0.51617 -0.77002 3.11690  C17 1.083
13 H -0.80127 1.30484 1.31043  C1 1.080
14 H 0.66333 1.05274 3.20778  C17 1.083
15 N -0.66757 -0.75830 -0.56501  C6 1.432, H7 1.004, C18 1.386
16 O -0.00760 2.24229 -1.68691  H2 0.965, H5 0.965
17 C 0.26579 0.19145 2.68598  C1 1.318, H12 1.083, H14 1.083
18 C 0.60242 -0.97155 -1.07801  H3 1.084, C11 1.337, N15 1.386

Computed properties:
DFT total energy (eV): -8899.259
Gap between HOMO and LUMO (eV): 8.79
Lowest unoccupied orbital energy (eV): 0.9
SMILES: C=CCNC=C.O
HOMO level (eV): -7.9
ΔE to the lowest compared entry with this formula, charge and spin (kcal per mole): 56.2
Maximum force (eV/A): 1.300

Here are the natural (NBO) charges for atoms 1 to 5, given in e: atom 1 (C): -0.19, atom 2 (H): 0.48, atom 3 (H): 0.19, atom 4 (H): 0.19, atom 5 (H): 0.46

---

(4)
Here is a cluster of 2 separate species, C5H11NO in total from OMol25. Energies are from wB97M-V/def2-TZVPD.

Each atom is followed by the atoms it is bonded to, with distances in Å.
Cartesian coordinates (Å):
1 H -3.16400 -1.58033 0.54041  C14 1.313
2 O -2.50859 0.88333 0.50535  C7 1.257
3 H 0.65274 1.70218 0.85536  C12 1.091
4 H 1.73736 0.08375 -1.22881  C13 1.129
5 H -1.22653 -2.30059 0.18276  C14 1.263
6 H 3.49384 0.21269 -0.50348  C13 1.143
7 C -1.69088 0.10642 -0.04862  O2 1.257, N9 1.360, C14 1.670
8 H 0.87872 -0.92598 0.81120  C16 1.109
9 N -0.38815 0.40679 -0.29964  C7 1.360, C12 1.467, H17 1.017
10 H -0.92645 2.52504 0.07890  C12 1.213
11 H 2.47594 -0.80228 1.77582  C16 1.167
12 C 0.02961 1.78814 -0.03653  H3 1.091, N9 1.467, H10 1.213, H18 1.211
13 C 2.44445 -0.22900 -0.40543  H4 1.129, H6 1.143, C16 1.320
14 C -2.10859 -1.49990 -0.23732  H1 1.313, H5 1.263, C7 1.670, H15 1.229
15 H -2.50392 -1.51810 -1.40046  C14 1.229
16 C 1.95473 -0.66530 0.74020  H8 1.109, H11 1.167, C13 1.320
17 H 0.16700 -0.44082 -0.38601  N9 1.017
18 H 0.68272 2.25398 -0.94367  C12 1.211

Computed properties:
DFT total energy (eV): -8897.186
Gap between HOMO and LUMO (eV): 10.31
Lowest unoccupied orbital energy (eV): 0.8
SMILES: CNC(C)=O.C=C
HOMO level (eV): -9.5
ΔE to the lowest compared entry with this formula, charge and spin (kcal per mole): 104.0
Maximum force (eV/A): 4.303

Here are the natural (NBO) charges for atoms 1 to 5, given in e: atom 1 (H): 0.26, atom 2 (O): -0.65, atom 3 (H): 0.21, atom 4 (H): 0.20, atom 5 (H): 0.23